No. 1
Below is a single C8H7NO2 molecule at a distorted geometry, with properties calculated with ωB97M-V with the def2-TZVPD basis set.

Each line ends with the Mulliken charge.
Cartesian coordinates (Å):
C1 -2.092 1.177 0.021  -0.58
H1 -0.377 2.554 -0.146  0.29
C2 -0.660 1.539 0.073  -0.47
C3 -1.202 -1.046 -0.285  -0.48
C4 1.482 -1.402 0.027  -0.30
C5 -2.242 -0.143 -0.029  0.83
H2 1.846 -2.366 -0.698  0.31
C6 0.084 -0.667 -0.287  0.13
N1 1.803 0.971 -0.202  -0.09
H3 -1.618 -2.038 -0.186  0.29
O1 3.742 -0.084 0.299  -0.67
H4 2.275 1.850 -0.212  0.20
H5 -3.009 1.883 0.040  0.32
C7 0.361 0.727 -0.060  -0.05
H6 1.350 -1.742 1.160  0.24
O2 -3.578 -0.573 0.329  -0.57
C8 2.489 -0.217 -0.002  0.26
H7 -3.718 -1.494 -0.314  0.34

As for the structure (SMILES): O=C1Cc2cc(O)ccc2N1. Its molar mass is 149.15 g/mol. As for the HOMO energy: -8.623 eV. The value obtained for the orbital gap is 9.131 eV. Its net charge is 0. As for the multiplicity: 1.

---

No. 2
Below is a single C8H7NO3 molecule at a distorted geometry, with properties calculated with ωB97M-V with the def2-TZVPD basis set.

Each line ends with the Mulliken charge.
Cartesian coordinates (Å):
H1 -1.467 -2.232 0.938  0.30
C1 1.964 0.632 -0.132  0.46
C2 -0.341 1.506 -0.597  -0.66
N1 3.986 -0.471 0.471  -0.44
O1 2.919 -1.396 -0.353  -0.16
C3 -1.756 -1.607 0.095  -0.42
C4 1.935 -0.755 -0.603  -0.18
H2 -0.945 2.527 -0.842  0.21
C5 -2.913 -0.724 0.265  -0.31
H3 -3.681 -1.129 -0.300  0.29
H4 1.425 2.584 0.145  0.27
H5 -1.847 -2.263 -0.823  0.27
C6 -1.163 0.454 -0.387  0.54
H6 -3.207 -0.473 1.238  0.32
O2 -0.669 -0.754 -0.125  -0.17
H7 3.860 1.473 1.112  0.31
C7 3.409 0.593 0.502  -0.26
O3 -2.541 0.449 -0.397  -0.41
C8 1.034 1.586 -0.209  0.06

Its molar mass is 165.15 g/mol. As for the HOMO energy: -7.774 eV. The value obtained for the orbital gap is 7.754 eV. Its net charge is 0. As for the multiplicity: 1.

---

So what do the calculations give for relative energy (zero: lowest compared OMol25 entry of this formula, charge and spin)? Going down the list: 2.827 5.939 eV.